[1]
Computed, not measured: a cluster of 3 separate species, C5H15N2O in total in a non-equilibrium geometry, with the ωB97M-V functional and the def2-TZVPD basis.

Structure (XYZ):
```
23
Properties=species:S:1:pos:R:3:forces:R:3:lowdin_charge:R:1
C 1.0274 0.7287 -2.4352 -1.207 -0.405 2.211 -0.060
N -1.1031 0.0888 -0.1420 0.320 2.388 -1.250 0.207
C -1.0585 1.5001 0.2657 -0.185 -1.552 -1.664 -0.177
C -1.1030 1.4417 1.7588 -0.107 1.968 2.289 -0.250
O -1.1801 2.7792 2.3016 -0.331 -0.753 1.648 -0.068
C 2.0436 0.1128 -1.7934 -0.983 0.797 -0.502 -0.055
N 0.4209 -1.8194 0.7916 -1.752 -1.749 -0.682 0.048
C 0.4038 -2.8647 -0.2260 1.899 -1.425 1.072 -0.114
H -0.0891 0.6113 -2.0995 2.294 -0.078 -0.924 0.054
H 1.2206 1.5636 -3.0868 0.043 -0.206 -0.585 0.050
H -2.0176 -0.2566 0.1526 -0.139 -0.412 0.598 0.113
H -0.2534 2.0567 -0.2091 0.052 -0.225 0.122 0.124
H -2.0821 1.9021 -0.0055 0.751 -0.114 -0.041 0.194
H -2.0402 0.9543 1.9031 -0.570 -0.841 1.085 0.114
H -0.2435 0.9239 2.1866 -0.103 -0.211 -0.121 0.131
H -1.3705 2.7600 3.3179 0.534 -0.239 -2.830 0.163
H 1.9478 -0.5327 -0.9205 -0.194 -0.045 -0.494 0.014
H 3.0527 0.3386 -2.0998 0.191 -0.029 0.006 0.053
H 1.2499 -1.7689 1.3339 1.011 0.865 0.132 0.089
H -0.1501 -0.9503 0.4336 0.465 -0.351 0.786 0.039
H -0.6264 -3.1525 -0.3742 -0.148 -0.085 -0.431 0.071
H 1.0421 -3.8793 0.1047 -1.539 2.879 -0.499 0.177
H 0.9088 -2.5373 -1.1581 -0.302 -0.177 0.073 0.085
```
Positions in Å, forces in eV/Å.

Calculated values
max |F|	3.30	eV Å⁻¹
gap between HOMO and LUMO	4.595	eV
DFT total energy	-10441.37444	eV
E_LUMO	-0.327	Ha
multiplicity	1
energy relative to the best compared isomer or geometry (same formula, charge and spin)	886.4	kJ/mol
net charge	+1



[2]
Computed, not measured: a cluster of 2 separate species, C5H15N2O in total in a non-equilibrium geometry, with the ωB97M-V functional and the def2-TZVPD basis.

Structure (XYZ):
```
23
Properties=species:S:1:pos:R:3:forces:R:3:lowdin_charge:R:1
C 0.3195 3.0376 -0.8520 0.854 -0.587 -0.481 -0.100
C 0.2819 1.6749 -0.1363 0.154 0.930 0.016 -0.251
C -1.0468 0.9556 -0.4211 0.430 -0.630 0.751 -0.164
C -0.9430 -0.5381 -0.2435 0.096 0.457 -0.440 -0.261
C -0.5851 -1.3830 -1.2030 0.218 -0.629 -0.217 -0.132
N -0.2694 -2.7102 -1.0854 0.072 -0.111 -0.083 0.098
N -0.9711 -1.0779 1.1243 -0.198 0.546 1.400 0.231
H -0.6805 3.4525 -0.8709 0.040 0.543 0.133 0.075
H 0.6926 2.9631 -1.8792 -0.466 -0.329 -0.085 0.079
H 1.0841 3.6768 -0.4139 -0.457 0.315 0.407 0.076
H 1.1464 1.0706 -0.4166 -0.126 -0.104 -0.103 0.107
H 0.4092 1.9241 0.9243 -0.205 -0.449 0.069 0.104
H -1.3564 1.1557 -1.4375 -0.119 -0.009 -0.270 0.121
H -1.8168 1.3506 0.2430 -0.197 0.158 -0.113 0.121
H -0.5470 -1.0454 -2.2273 -0.014 0.325 -0.016 0.144
H 0.2836 -3.0933 -1.8381 -0.222 -0.088 0.104 0.109
H -0.0666 -3.1263 -0.1915 0.048 0.040 -0.001 0.089
H -0.0700 -1.4382 1.4817 0.212 -0.291 -0.353 0.125
H -1.1914 -0.3478 1.8139 0.007 0.189 -0.405 0.177
H -1.7234 -1.7542 1.2797 0.200 -0.327 -0.255 0.180
H 2.2910 -1.2435 2.7971 -0.457 -0.115 0.195 0.062
H 2.7933 -1.7682 1.5240 -0.388 -0.285 -0.344 0.065
O 1.9660 -1.7353 2.0286 0.517 0.453 0.090 -0.054
```
Positions in Å, forces in eV/Å.

Calculated values
max |F|	1.52	eV Å⁻¹
gap between HOMO and LUMO	9.273	eV
DFT total energy	-10449.39284	eV
E_LUMO	-0.119	Ha
multiplicity	1
energy relative to the best compared isomer or geometry (same formula, charge and spin)	112.7	kJ/mol
net charge	+1



[3]
Computed, not measured: a cluster of 2 separate species, C5H15N2O in total in a non-equilibrium geometry, with the ωB97M-V functional and the def2-TZVPD basis.

Structure (XYZ):
```
23
Properties=species:S:1:pos:R:3:forces:R:3:lowdin_charge:R:1
C 0.2369 2.0672 -1.8365 0.416 0.277 0.229 -0.011
C 0.1676 0.9758 -0.7729 0.924 -0.224 -0.242 -0.319
C 0.0898 1.5058 0.6774 -0.039 -0.217 -1.781 -0.096
C 0.3868 0.5081 1.7723 0.215 -0.494 0.638 -0.075
C 0.7229 -1.9412 2.1667 -0.322 -0.882 -0.974 0.173
N 0.3670 -0.9585 1.5072 0.629 0.877 0.792 0.180
N -1.0384 0.0577 -1.0168 0.482 0.765 -0.585 0.236
H -0.1998 1.7989 -2.8010 -0.517 0.126 0.276 0.105
H 1.2790 2.2097 -2.1122 0.228 0.035 0.242 0.106
H -0.0813 3.0254 -1.4213 -0.474 -0.057 -0.460 0.105
H 1.0405 0.3662 -0.9539 0.178 -0.589 0.313 0.146
H 0.7047 2.3967 0.7836 0.414 -0.238 -0.012 0.151
H -0.8977 1.9141 0.6695 -0.982 0.162 0.905 0.127
H 1.3340 0.6634 2.2801 0.444 0.179 -0.471 0.156
H -0.3309 0.5345 2.5670 -0.918 0.360 0.474 0.151
H 0.7873 -2.8857 1.6038 0.026 -0.138 0.148 0.141
H 0.9301 -1.9533 3.2455 -0.038 0.246 0.028 0.173
H -1.1541 -0.6403 -0.2970 -0.433 -0.213 0.570 0.124
H -0.9347 -0.4919 -1.8726 0.034 0.337 -0.240 0.173
H -1.8453 0.6787 -1.1290 -0.345 -0.436 0.152 0.186
H 0.0465 -2.9534 -1.3842 0.708 -0.421 0.541 0.053
H -1.2152 -3.5468 -1.0753 -0.307 -0.645 0.769 0.068
O -0.3958 -3.3313 -0.6004 -0.322 1.189 -1.315 -0.052
```
Positions in Å, forces in eV/Å.

Calculated values
max |F|	1.80	eV Å⁻¹
gap between HOMO and LUMO (spin up / spin down)	10.895 / 7.215	eV
DFT total energy	-10435.92272	eV
E_LUMO (spin up / spin down)	-0.309 / -0.443	Ha
multiplicity	2
energy relative to the best compared isomer or geometry (same formula, charge and spin)	255.3	kJ/mol
net charge	+2



[4]
Computed, not measured: a cluster of 2 separate species, C5H15N2O2 in total, with the ωB97M-V functional and the def2-TZVPD basis.

Structure (XYZ):
```
24
Properties=species:S:1:pos:R:3:forces:R:3:lowdin_charge:R:1
C -1.1860 -1.0130 0.3410 0.054 0.281 -0.467 -0.213
N -0.0526 -1.9103 0.2678 0.478 -0.528 -0.378 -0.057
C 0.6612 -1.9164 -1.0378 -0.472 0.287 -0.461 -0.442
O 0.7948 -0.6738 -1.5875 0.478 -0.311 0.118 -0.303
C -1.0223 0.4099 0.9153 0.145 0.021 0.474 -0.401
C -2.3065 0.8679 1.6475 0.100 0.107 -0.538 -0.075
N -0.6550 1.3132 -0.1698 -0.734 -0.078 0.464 -0.098
C 0.2646 2.3747 0.1680 0.427 0.306 -0.701 -0.149
H -1.9981 -1.5279 0.8548 -0.195 0.061 -0.014 0.088
H -1.4398 -0.8027 -0.7034 -0.613 -0.353 0.048 0.117
H 0.6692 -1.6585 0.9132 0.132 0.297 0.661 0.074
H 1.6000 -2.4550 -0.8052 0.215 0.261 -0.016 0.092
H 0.1592 -2.5691 -1.7764 -0.442 -0.177 0.339 0.083
H -0.2382 0.4594 1.6873 0.213 -0.510 -0.065 0.127
H -3.0096 0.0626 1.8297 0.020 -0.382 0.154 0.047
H -2.0362 1.3003 2.6064 -0.251 0.337 0.091 0.055
H -2.8419 1.5704 1.0067 0.112 0.276 0.192 0.066
H -0.2294 0.7220 -0.8795 0.385 -0.041 -0.261 0.053
H 0.0296 2.9494 1.0643 -0.529 -0.019 -0.001 0.066
H 1.2976 2.0540 0.2741 0.295 -0.418 0.186 0.049
H 0.2798 3.0382 -0.7025 -0.030 0.361 0.233 0.069
H 3.4976 0.3363 -1.1216 0.153 -0.086 -0.430 -0.024
H 1.9429 -0.1496 -0.9326 0.256 0.316 -0.364 -0.035
O 2.8046 0.2739 -0.4734 -0.195 -0.008 0.737 -0.187
```
Positions in Å, forces in eV/Å.

Calculated values
max |F|	0.88	eV Å⁻¹
gap between HOMO and LUMO	7.906	eV
DFT total energy	-12503.59040	eV
E_LUMO	0.147	Ha
multiplicity	1
energy relative to the best compared isomer or geometry (same formula, charge and spin)	0.0	kJ/mol
net charge	-1



[5]
Computed, not measured: a cluster of 2 separate species, C5H15N2OS in total in a non-equilibrium geometry, with the ωB97M-V functional and the def2-TZVPD basis.

Structure (XYZ):
```
24
Properties=species:S:1:pos:R:3:forces:R:3:lowdin_charge:R:1
C -2.4787 -1.7784 0.1482 0.545 0.752 -0.123 -0.146
N -1.4155 -0.7905 0.3545 -0.071 -0.405 -0.041 -0.124
C -0.2755 -0.8536 -0.5771 -0.833 0.149 0.539 -0.453
C 0.7578 -1.9901 -0.3128 -0.949 0.415 0.452 -0.690
S 1.5063 -1.7705 1.3220 0.543 -0.126 0.333 0.213
C 0.4194 0.5223 -0.5905 -0.144 0.179 -2.261 -0.228
N -0.4937 1.6724 -0.7668 -0.041 -1.185 0.391 -0.136
C -0.1119 2.9041 -0.1129 -0.329 0.498 -0.951 -0.158
H -2.2017 -2.7512 -0.2909 0.308 0.030 0.564 0.068
H -3.1647 -1.3484 -0.5685 -0.608 0.073 -0.232 0.052
H -2.9733 -1.8647 1.1123 -0.284 -0.477 -0.114 0.070
H -1.1314 -0.7846 1.3265 0.551 -0.223 -0.167 0.062
H -0.8023 -1.0353 -1.5399 0.563 0.234 0.023 0.131
H 1.4812 -1.9824 -1.1321 0.046 -0.115 0.017 0.041
H 0.2285 -2.9604 -0.2832 0.148 0.354 -0.420 0.027
H 0.9814 0.4874 -1.5484 0.487 -0.047 0.584 0.111
H 1.1226 0.6493 0.2245 -0.132 -0.128 0.255 0.041
H -1.4382 1.3399 -0.6528 -0.079 0.285 0.702 0.074
H 0.3150 3.4944 -0.9282 0.730 0.454 0.460 0.059
H 0.5814 2.8366 0.7404 -0.109 -0.280 -0.271 0.071
H -0.9590 3.5240 0.1936 -0.271 -0.378 0.192 0.061
H 3.5956 0.1128 0.9641 -1.032 -0.071 0.487 -0.026
H 2.8416 1.3232 1.6985 -0.530 -0.798 0.067 -0.003
O 3.6150 1.0440 1.2194 1.490 0.813 -0.486 -0.116
```
Positions in Å, forces in eV/Å.

Calculated values
max |F|	2.27	eV Å⁻¹
gap between HOMO and LUMO	6.572	eV
DFT total energy	-21291.47879	eV
E_LUMO	0.138	Ha
multiplicity	1
energy relative to the best compared isomer or geometry (same formula, charge and spin)	101.7	kJ/mol
net charge	-1



[6]
Computed, not measured: the ion C5H15N2S with charge +1 in a non-equilibrium geometry, with the ωB97M-V functional and the def2-TZVPD basis.

Structure (XYZ):
```
23
Properties=species:S:1:pos:R:3:forces:R:3:lowdin_charge:R:1
C -1.3014 0.0659 -1.1931 -0.460 -0.436 1.299 -0.212
N -1.3610 -0.2987 0.2156 1.040 -0.753 1.580 -0.092
C -0.1455 -0.7723 1.0377 -0.449 0.611 -0.741 -0.252
C 1.1510 -1.0520 0.2772 -0.302 -0.386 -0.149 -0.544
S 1.7850 -2.7560 0.6241 0.743 0.677 0.371 0.716
C -0.5831 1.3994 -1.3189 -1.196 0.011 -1.210 -0.105
N -1.0473 2.3077 -0.1897 1.299 -0.278 -0.707 0.021
C -0.4222 3.6129 -0.2913 1.216 3.461 1.146 -0.043
H -0.9209 -0.7466 -1.8286 0.055 0.620 -0.300 0.129
H -2.3623 0.2735 -1.4206 0.413 -0.354 -0.422 0.133
H -1.9258 -1.1080 0.4053 -1.029 0.287 -0.811 0.103
H -0.0163 -0.0550 1.8442 0.266 0.061 0.185 0.098
H -0.4857 -1.7010 1.4799 0.120 -0.022 0.282 0.084
H 0.8823 -1.1161 -0.7792 0.327 0.069 -0.039 0.039
H 1.8872 -0.2486 0.4005 0.037 -0.476 -0.012 0.079
H 2.8106 -2.4821 1.4963 -0.721 0.027 -0.503 -0.121
H 0.4996 1.4002 -1.3804 0.098 -0.086 0.497 0.132
H -0.9587 1.8265 -2.2602 0.346 0.306 0.329 0.142
H -2.0642 2.3534 -0.1356 -0.010 -0.155 0.037 0.190
H -0.6911 1.8941 0.6732 -0.587 -0.327 0.122 0.159
H -0.6546 4.3049 -1.1039 -0.451 -1.058 -0.576 0.114
H -0.6101 4.2941 0.5633 -0.641 -0.923 0.060 0.116
H 0.6692 3.6009 -0.2146 -0.114 -0.875 -0.439 0.113
```
Positions in Å, forces in eV/Å.

Calculated values
max |F|	3.84	eV Å⁻¹
gap between HOMO and LUMO	8.776	eV
DFT total energy	-19235.95855	eV
E_LUMO	-0.118	Ha
multiplicity	1
energy relative to the best compared isomer or geometry (same formula, charge and spin)	178.9	kJ/mol
net charge	+1